Entry 1:
Entry from the OMol25 dataset: C31H40BrIrN8O3 as an isolated structure in a non-equilibrium geometry (ωB97M-V/def2-TZVPD).

Last column: Mulliken spin population.
Cartesian coordinates (Å):
Ir: 0.6480 -0.2636 -0.5130  2.8537
O: 0.3205 -5.7674 -2.4465  0.0006
C: 0.9987 -5.5853 -1.2835  0.0005
C: 1.6793 -6.6203 -0.6449  -0.0003
C: 2.3538 -6.3842 0.5385  0.0024
C: 2.3668 -5.1155 1.1051  -0.0053
C: 1.6831 -4.0883 0.4786  0.0008
C: 0.9924 -4.3193 -0.7040  0.0309
C: 0.2049 -3.1800 -1.3557  0.0640
O: 0.9465 -2.0668 -1.5484  0.3916
N: -0.9691 -2.9012 -0.5258  0.0046
N: -1.3276 -1.6463 -0.3168  0.0881
C: -2.5016 -1.3634 0.1236  0.0335
C: -2.9877 -0.0218 0.3209  -0.0137
Br: -1.6235 1.3106 0.4340  0.0968
C: -4.2969 0.2797 0.3039  0.0006
C: -4.9692 1.5700 0.3726  0.0021
C: -4.5444 2.6296 1.1828  0.0089
C: -5.1998 3.8477 1.1435  -0.0001
C: -6.2887 4.0277 0.3021  0.0027
C: -6.7481 2.9712 -0.4726  -0.0001
C: -6.1070 1.7472 -0.4256  0.0006
H: 0.4636 -6.6586 -2.7816  0.0001
H: 1.6771 -7.6119 -1.0834  0.0003
H: 2.8760 -7.1987 1.0225  0.0001
H: 2.9077 -4.9306 2.0235  0.0001
H: 1.6747 -3.0870 0.8972  0.0013
H: -0.1581 -3.5612 -2.3246  0.0422
H: -1.5941 -3.6603 -0.2948  0.0025
H: -3.2263 -2.1606 0.2830  0.0017
H: -4.9474 -0.5722 0.1224  -0.0013
H: -3.7461 2.4789 1.8950  -0.0030
H: -4.8704 4.6550 1.7844  -0.0001
H: -6.7969 4.9824 0.2741  0.0002
H: -7.6159 3.1059 -1.1041  0.0000
H: -6.4738 0.9217 -1.0237  0.0001
N: 8.2576 -1.0857 -1.0760  -0.0013
C: 7.1220 -0.9805 -0.9446  0.0008
C: 5.7060 -0.8293 -0.7907  -0.0036
C: 4.8704 -0.8714 -1.9049  0.0030
C: 3.5142 -0.6916 -1.7174  -0.0166
N: 2.9802 -0.4741 -0.5110  0.1295
C: 3.7772 -0.4536 0.5572  -0.0179
C: 5.1454 -0.6226 0.4677  0.0031
H: 5.2707 -1.0434 -2.8934  0.0006
H: 2.8270 -0.7295 -2.5516  -0.0034
H: 3.3008 -0.3041 1.5173  0.0095
H: 5.7627 -0.5965 1.3538  0.0008
C: -0.4637 -2.3463 3.5748  0.0013
N: -0.1036 -0.9408 3.7488  0.0106
C: -0.3151 -0.3617 5.0727  0.0007
C: 0.5090 -0.2734 2.7772  0.0224
C: 0.8846 1.1594 3.0287  0.0132
O: 0.7742 -0.8311 1.6825  0.1200
H: 0.1458 -2.9746 4.2260  0.0001
H: -0.2932 -2.6396 2.5445  -0.0022
H: -1.5127 -2.4910 3.8314  -0.0002
H: -0.9020 -1.0560 5.6657  0.0003
H: -0.8586 0.5803 5.0125  0.0002
H: 0.6306 -0.1917 5.5896  0.0004
H: 1.4942 1.2561 3.9268  0.0002
H: -0.0108 1.7683 3.1631  0.0022
H: 1.4405 1.5316 2.1707  -0.0146
C: -1.6104 3.6344 -2.5304  0.0005
N: -0.6003 2.5888 -2.4579  0.0154
C: -0.9762 1.3400 -3.1043  0.0218
C: 0.5421 2.7334 -1.7708  -0.0221
N: 1.1997 1.6743 -1.3051  0.1163
N: 0.9949 3.9916 -1.5387  0.0149
C: 1.9166 4.2504 -0.4426  -0.0009
C: 1.0065 5.0130 -2.5838  -0.0005
H: -2.5866 3.1897 -2.3292  0.0005
H: -1.6496 4.0988 -3.5175  0.0007
H: -1.4227 4.4017 -1.7845  0.0004
H: -1.2403 1.5381 -4.1442  -0.0011
H: -1.8450 0.8974 -2.6105  -0.0067
H: -0.1525 0.6332 -3.0823  -0.0015
H: 2.1538 1.9014 -1.0579  -0.0041
H: 2.9646 4.1655 -0.7503  0.0006
H: 1.7219 3.5723 0.3859  -0.0026
H: 1.7548 5.2703 -0.0952  0.0006
H: 0.5118 4.6570 -3.4821  0.0000
H: 2.0412 5.2516 -2.8405  0.0008
H: 0.5219 5.9268 -2.2380  0.0006

Its spin multiplicity is 5. The value obtained for the calculated total energy is -4546.75248 a.u. For the LUMO energy (alpha / beta), the calculation gives -5.1704 / -7.3913 eV. As for the HOMO energy (alpha / beta): -12.8554 / -12.8874 eV. Its net charge is +2. The value obtained for the strongest force on any atom is 0.044 hartree/bohr. The calculation puts the molar mass at 844.84 g/mol.

Entry 2:
Entry from the OMol25 dataset: C17H25P2Rh as an isolated structure in a non-equilibrium geometry (ωB97M-V/def2-TZVPD).

Last column: Mulliken spin population.
Cartesian coordinates (Å):
C: -3.4395 1.3128 -2.8200  0.0115
C: -2.7595 2.3734 -3.2851  -0.0024
H: -3.8995 1.3072 -1.8221  -0.0012
H: -3.4799 0.3741 -3.4006  -0.0009
H: -2.3568 2.3726 -4.2971  -0.0008
H: -2.7504 3.3060 -2.7230  0.0000
Rh: 0.1801 -0.6772 -0.6282  2.0067
C: -0.6069 -1.5503 -3.0343  0.2847
C: -0.2940 -0.3168 -3.6680  0.2202
C: 1.4710 -0.7677 -2.1828  0.0092
C: 0.5040 -1.9343 -2.1768  0.4156
H: -0.8575 0.1284 -4.4816  0.0264
H: 1.5106 1.0067 -3.5341  0.0059
H: 2.4505 -0.7639 -1.7451  -0.0011
C: 0.9310 0.1671 -3.1680  0.3090
H: 0.7902 -2.9231 -1.8606  0.0294
H: -1.4480 -2.2098 -3.2607  -0.0017
C: 3.5052 -0.4726 1.6201  0.0481
P: 1.9398 -0.9752 0.7921  0.2453
C: 2.0944 -2.7780 0.5583  0.0444
C: 0.7066 -0.6091 2.1130  -0.0171
C: 0.9046 -1.3167 3.2891  -0.0089
C: -0.0428 -1.1953 4.3037  0.0492
C: -1.2212 -0.4636 4.0934  0.0017
C: -1.4513 0.2003 2.8798  0.0209
C: -0.4133 0.2614 1.9294  0.0668
P: -0.6658 1.1528 0.3568  0.1778
C: -2.2535 1.9876 0.4934  -0.0005
C: 0.6410 2.3887 0.2657  0.0318
H: 4.2744 -0.1625 0.8997  0.0022
H: 3.8991 -1.3209 2.2051  0.0110
H: 3.3088 0.3545 2.3195  0.0009
H: 2.7411 -3.1912 1.3379  0.0067
H: 1.0856 -3.2097 0.6002  -0.0021
H: 2.5306 -2.9846 -0.4259  0.0056
H: 1.8046 -1.9239 3.4112  0.0013
H: 0.1533 -1.6756 5.2686  0.0017
H: -1.9780 -0.3884 4.8932  -0.0002
H: -2.4136 0.6785 2.6771  0.0006
H: -2.2866 2.7766 1.2545  0.0116
H: -2.5589 2.4410 -0.4574  -0.0055
H: -3.0436 1.2768 0.7551  -0.0030
H: 0.4891 3.2453 0.9165  0.0089
H: 1.6109 1.9493 0.5040  -0.0096
H: 0.6937 2.7490 -0.7661  0.0002

Its spin multiplicity is 5. The value obtained for the calculated total energy is -1455.24647 a.u. For the LUMO energy (alpha / beta), the calculation gives -6.1981 / -9.4732 eV. As for the HOMO energy (alpha / beta): -14.1403 / -15.4264 eV. Its net charge is +2. The value obtained for the strongest force on any atom is 0.066 hartree/bohr. The calculation puts the molar mass at 394.24 g/mol.